This record from the Open Molecules 2025 dataset describes a 2-piece molecular cluster, C4H15N3O overall in a non-equilibrium geometry. The level of theory is ωB97M-V/def2-TZVPD.

Atoms and positions in Å:
C: 0.66543 -2.01498 -1.36421
C: 0.48185 -1.07405 -0.19691
C: -0.76138 -0.17122 -0.32407
N: -1.99725 1.98263 2.24956
C: -1.74662 0.86020 1.62706
N: -0.75597 0.84360 0.73328
N: 2.01101 -2.79266 -1.20396
H: 0.93593 -1.61279 -2.35373
H: -0.13059 -2.72484 -1.55637
H: 0.53614 -1.71422 0.71515
H: 1.34963 -0.38161 -0.02940
H: -0.67295 0.49819 -1.21428
H: -1.72218 -0.65513 -0.47816
H: -2.77810 2.08588 2.88545
H: -1.38971 2.79249 2.19765
H: -2.36946 -0.02472 1.78186
H: -0.24651 1.67873 0.46587
H: 2.82930 -2.21255 -1.39748
H: 1.90148 -3.68126 -1.70703
H: 2.19269 -2.98334 -0.21086
H: 0.24253 3.39407 -0.82936
H: 0.71680 4.42953 0.18913
O: 0.70793 3.47805 0.02083

Its charge is +2. The calculation puts the largest force on an atom at 2.643 eV/A. The energy above the lowest of the compared OMol25 structures with the same formula, charge and spin comes out at 0.790 eV.

---

This record from the Open Molecules 2025 dataset describes a 2-piece molecular cluster, C3H10NO overall in a non-equilibrium geometry. The level of theory is ωB97M-V/def2-TZVPD.

Atoms and positions in Å:
C: -0.48070 -1.77968 0.51128
N: 0.30459 -0.93009 -0.31744
C: 1.65790 -0.71511 0.02174
H: -0.50535 -2.85835 0.19909
H: -0.32132 -1.77968 1.61547
H: -1.49494 -1.45848 0.42822
H: -0.15527 0.06031 -0.20991
H: 1.87310 -0.33635 1.00490
H: 2.06565 0.07958 -0.59256
H: 2.30660 -1.56717 -0.17487
C: -1.05971 2.29707 -0.50075
O: -0.67181 1.31627 0.39753
H: -0.99721 3.27989 -0.00219
H: -0.42617 2.34534 -1.44214
H: -2.09536 2.04645 -0.93837

Its charge is -1. The calculation puts the largest force on an atom at 1.609 eV/A. The energy above the lowest of the compared OMol25 structures with the same formula, charge and spin comes out at 1.227 eV.

---

This record from the Open Molecules 2025 dataset describes a 2-piece molecular cluster, C5H13NO overall in a non-equilibrium geometry. The level of theory is ωB97M-V/def2-TZVPD.

Atoms and positions in Å:
C: 0.25346 -0.03483 -1.77726
C: 0.84608 0.92371 -0.74432
C: 0.05713 0.47727 -3.21786
H: 0.69686 -1.02557 -1.80241
H: -0.67498 -0.31540 -1.44739
H: 1.42423 1.71925 -1.21699
H: 1.74416 0.51432 -0.31392
H: -0.91732 1.04146 -3.30444
H: 0.79766 0.87197 -3.76055
H: 0.04752 1.10726 -0.10887
H: -0.15920 -0.37426 -3.88740
C: -0.35352 -1.61109 2.38019
C: -0.15293 -0.25280 2.81988
O: 0.46234 0.18666 3.78808
N: -0.74756 0.73871 1.95817
H: 0.59492 -2.10380 2.44548
H: -0.90653 -1.75277 1.41750
H: -0.81171 1.63832 2.30766
H: -1.39486 0.55504 1.26843
H: -0.80577 -2.30345 3.19602

Its charge is 0. The calculation puts the largest force on an atom at 5.215 eV/A. The energy above the lowest of the compared OMol25 structures with the same formula, charge and spin comes out at 1.857 eV.

---

This record from the Open Molecules 2025 dataset describes C12H34ClO8Sr as an isolated structure in a non-equilibrium geometry. The level of theory is ωB97M-V/def2-TZVPD.

Atoms and positions in Å:
Sr: -28.69925 6.60757 0.26191
Cl: -31.14280 7.87972 1.34797
C: -32.69018 11.04772 4.41748
C: -31.21925 11.49468 4.17080
C: -30.31548 11.30273 5.33144
O: -30.58016 10.70257 3.22295
H: -32.99909 11.36656 5.41298
H: -32.81007 9.97526 4.26398
H: -33.34410 11.48048 3.66038
H: -31.28471 12.57290 4.02495
H: -30.44638 10.31480 5.77301
H: -30.33119 12.00017 6.16895
H: -29.27196 11.37504 5.02495
H: -31.08254 9.88591 3.17519
C: -34.70371 8.24060 -0.52096
C: -35.14087 7.09641 0.34648
C: -34.85685 5.68009 -0.23599
O: -34.45922 7.17777 1.58270
H: -35.39632 8.49913 -1.32194
H: -33.65089 8.10698 -0.76957
H: -34.79543 9.10316 0.13911
H: -36.22088 7.15408 0.48195
H: -33.89402 5.72191 -0.74520
H: -35.67019 5.48977 -0.93625
H: -34.82644 4.91653 0.54130
H: -33.53144 7.38484 1.44881
C: -31.45806 6.37099 -2.09524
C: -31.68137 7.08805 -3.41492
O: -30.77490 8.20607 -3.58631
O: -30.16950 5.88883 -1.81115
H: -32.25945 5.67180 -1.85646
H: -31.61804 7.13931 -1.33879
H: -32.74298 7.29934 -3.54312
H: -31.53310 6.40716 -4.25307
H: -31.22264 8.82923 -4.16320
H: -30.05675 5.06660 -2.29368
C: -30.59507 12.92311 -1.21816
C: -30.91908 11.79118 -0.22859
O: -30.96179 10.43858 -0.78666
O: -29.42221 12.57997 -1.98376
H: -30.38029 13.76886 -0.56496
H: -31.34797 13.25976 -1.93082
H: -31.89583 11.99625 0.20960
H: -30.13409 11.81233 0.52737
H: -31.07141 9.79433 -0.08344
H: -28.80474 13.29632 -2.14856
C: -29.83254 4.60769 2.87700
C: -30.46667 3.84096 1.68583
O: -29.99525 4.31735 0.45320
O: -28.63399 5.21684 2.65653
H: -29.71709 3.92084 3.71544
H: -30.45850 5.49044 3.00754
H: -31.55510 3.89723 1.66980
H: -30.16517 2.79543 1.74963
H: -30.31715 3.74197 -0.24459
H: -28.00990 4.61648 2.24219

Its charge is +2. The calculation puts the largest force on an atom at 3.796 eV/A. As for the expectation value of S²: 0.755. The spin multiplicity is 2. Its total energy is -1569.77744 Ha.

---

This record from the Open Molecules 2025 dataset describes a 9-piece molecular cluster, C36H57N9O12 overall in a non-equilibrium geometry. The level of theory is ωB97M-V/def2-TZVPD.

Atoms and positions in Å:
C: 3.53329 -0.25237 5.16462
C: 4.81998 -1.35460 5.41312
C: 5.31189 -2.06004 4.04198
C: 4.68715 -1.64412 2.67153
C: 3.59290 -0.53017 2.57273
C: 3.10646 0.08458 3.87894
N: 5.22888 -2.07470 1.37676
O: 4.50932 -1.99152 0.38594
O: 6.38962 -2.47178 1.35825
H: 3.23523 0.21772 6.10323
H: 5.12824 -1.74513 6.32689
H: 6.13242 -2.94133 3.96187
H: 3.25789 -0.22489 1.63357
H: 2.12921 0.80369 3.74459
C: 1.82448 8.85302 1.64189
C: 1.12512 8.96101 0.21270
C: 0.30224 7.62117 -0.17765
C: 0.57069 6.37005 0.69315
C: 1.11684 6.41287 2.11906
C: 1.74949 7.79294 2.42694
N: 0.17904 5.15849 0.05729
O: 0.76323 4.16650 0.55826
O: -0.88164 5.07486 -0.56304
H: 2.55052 9.53539 2.05749
H: 1.27022 9.63105 -0.59173
H: -0.15201 7.51004 -1.10309
H: 1.18310 5.60107 2.75023
H: 2.11928 7.92180 3.56798
C: -0.01228 2.02664 -5.38564
C: -1.05882 2.96766 -4.67835
C: -0.58707 4.41487 -4.23842
C: 0.80208 4.87585 -4.69890
C: 1.67380 3.90019 -5.50768
C: 1.23902 2.47369 -5.76847
N: 1.27903 6.14517 -4.22260
O: 0.57218 6.75109 -3.36673
O: 2.25447 6.66874 -4.92623
H: -0.34055 1.01948 -5.56137
H: -2.22226 2.81981 -4.27882
H: -1.16592 4.99142 -3.76136
H: 2.74302 4.36569 -5.64046
H: 1.86727 1.68503 -6.30909
C: 0.59796 0.84771 0.48618
O: 0.76341 0.05299 1.45383
N: 0.78674 0.39027 -0.86120
C: 0.43241 1.30227 -1.85681
C: 1.38153 -0.84486 -1.02353
H: 0.34158 1.83366 0.79730
H: 0.86276 1.04965 -2.90692
H: 0.51312 2.35230 -1.48258
H: -0.66867 1.42275 -2.13112
H: 0.63101 -1.73254 -0.95709
H: 2.14767 -0.98774 -0.19814
H: 1.89405 -0.91659 -2.02166
C: -2.13541 3.17175 3.02870
O: -1.47534 4.04566 3.69247
N: -1.95962 1.89798 3.32252
C: -2.84085 0.83254 2.80588
C: -0.73406 1.45821 4.05009
H: -2.94659 3.37039 2.52121
H: -2.30369 0.23399 1.96182
H: -3.57726 1.34559 2.40135
H: -3.19228 0.05364 3.43194
H: -0.65550 0.37520 4.23522
H: -0.59959 1.86949 4.96824
H: 0.08299 1.79047 3.42932
C: -0.72469 -4.62645 4.83306
O: -0.93914 -5.17424 5.95031
N: -0.16867 -3.43469 4.66457
C: -0.11310 -2.71902 3.29308
C: 0.72335 -2.82549 5.62159
H: -1.48529 -5.03751 3.88856
H: 0.80749 -2.23392 3.11209
H: -0.89150 -1.75854 3.21455
H: -0.37127 -3.33433 2.43531
H: 1.23928 -1.78805 5.21476
H: 1.39544 -3.58812 6.04257
H: 0.19334 -2.47056 6.36346
C: -2.33643 -2.30085 0.47133
O: -2.49239 -3.21563 1.25656
N: -3.36187 -1.62408 -0.15379
C: -3.12173 -0.37228 -0.86366
C: -4.68962 -2.19144 -0.11955
H: -1.35273 -2.03197 0.10014
H: -2.43925 -0.31956 -1.60392
H: -2.53317 0.42587 -0.10618
H: -4.06382 0.40140 -1.01576
H: -5.40413 -1.54149 -0.49272
H: -5.01071 -2.36055 1.01357
H: -4.67546 -3.15467 -0.62032
C: -1.34532 -3.98312 -5.66103
O: -0.55532 -3.89721 -6.68788
N: -1.24447 -3.11591 -4.62123
C: -2.04318 -3.29047 -3.45529
C: -0.08368 -2.14271 -4.67871
H: -1.99459 -4.61735 -5.43933
H: -1.30773 -3.20187 -2.47567
H: -2.49732 -4.24222 -3.38931
H: -2.67444 -2.49673 -3.30670
H: -0.06019 -1.69863 -5.67757
H: 0.91520 -2.74826 -4.77136
H: -0.16965 -1.58720 -3.72404
C: -0.87727 -5.14166 -0.60457
O: 0.26232 -4.55761 -0.39589
N: -1.18212 -5.73969 -1.69525
C: -2.50128 -6.42630 -1.76078
C: -0.25606 -5.98039 -2.66280
H: -1.58122 -5.07936 0.20838
H: -2.79123 -6.40532 -2.84957
H: -3.09938 -5.71104 -1.27155
H: -2.54393 -7.33814 -1.25175
H: 0.46781 -6.94543 -2.44862
H: 0.51103 -5.02933 -3.13188
H: -0.70532 -6.09364 -3.83360

Its charge is 0. The calculation puts the largest force on an atom at 12.839 eV/A. The energy above the lowest of the compared OMol25 structures with the same formula, charge and spin comes out at 21.941 eV.

---

This record from the Open Molecules 2025 dataset describes a 2-piece molecular cluster, C8H8FO4S overall in a non-equilibrium geometry. The level of theory is ωB97M-V/def2-TZVPD.

Atoms and positions in Å:
C: -3.43048 -0.60185 0.76435
S: -2.39802 -2.16482 0.41885
O: -3.31937 -3.25438 -0.18168
O: -1.26239 -1.80934 -0.57018
C: -1.61398 -2.62624 2.06979
O: -0.90920 -1.63454 2.68192
O: -1.74471 -3.93305 2.74414
H: -4.55814 -0.80560 0.48326
H: -3.28524 -0.31690 1.89509
H: -3.07131 0.25847 0.01916
F: 0.44184 2.62816 -2.57523
C: 1.28071 2.02245 -1.72433
C: 2.46423 2.65652 -1.36256
C: 3.33554 2.02848 -0.47263
C: 3.01833 0.76720 0.03759
C: 1.83038 0.13673 -0.33553
C: 0.95415 0.76988 -1.21665
H: 2.69780 3.63242 -1.77550
H: 4.25965 2.51922 -0.17745
H: 3.70033 0.27576 0.72820
H: 1.58758 -0.84672 0.05968
H: 0.02230 0.29813 -1.51031

Its charge is -1. The calculation puts the largest force on an atom at 9.581 eV/A. The energy above the lowest of the compared OMol25 structures with the same formula, charge and spin comes out at 2.443 eV.